# 1
Formula: C4H14N2O
Source: the OMol25 dataset
Level of theory: the ωB97M-V functional and the def2-TZVPD basis

Summary:
Relative energy (zero: lowest compared OMol25 entry of this formula, charge and spin) (kJ/mol): 350.6
Gap between HOMO and LUMO (spin up / spin down) (Ha): 0.470 / 0.139
Spin multiplicity: 2
Net charge: +3
HOMO (spin up / spin down) (eV): -25.4 / -23.7
Expectation value of S²: 0.7555

Positions of all 21 atoms, in Å:
C -0.397 -0.604 -0.557
C 0.091 0.219 0.601
C 0.130 1.801 0.291
C 1.674 3.556 -0.165
N 1.295 2.312 -0.421
N -0.054 -2.092 -0.323
H -1.500 -0.520 -0.711
H 0.206 -0.356 -1.474
H -0.527 0.203 1.496
H 1.078 -0.073 1.169
H -0.773 2.013 -0.316
H 0.259 2.225 1.293
H 1.138 4.114 0.700
H 2.467 3.992 -0.738
H 1.762 1.745 -1.145
H 0.350 -2.240 0.550
H 0.608 -2.339 -1.049
H -1.010 -2.656 -0.210
H -2.820 -3.164 0.413
H -1.997 -4.600 0.272
O -1.978 -3.536 0.326

---

# 2
Formula: C22H27CaClN3O4PS2
Source: the OMol25 dataset
Level of theory: the ωB97M-V functional and the def2-TZVPD basis

Summary:
Relative energy (zero: lowest compared OMol25 entry of this formula, charge and spin) (kJ/mol): 3.3
Gap between HOMO and LUMO (Ha): 0.279
HOMO (eV): -7.9

Positions of all 61 atoms, in Å:
Ca 0.264 0.563 -0.431
O 0.612 -0.703 1.450
C 1.113 0.289 2.019
C 1.709 0.272 3.412
C 2.136 1.722 3.612
C 1.759 2.402 2.294
O 1.940 3.573 2.048
N 1.184 1.492 1.427
H 2.536 -0.438 3.432
H 0.961 -0.079 4.122
H 3.205 1.846 3.777
H 1.618 2.223 4.429
N -1.816 1.331 0.423
C -2.846 1.510 0.894
C -4.135 1.732 1.483
C -4.819 2.916 1.216
C -6.064 3.120 1.784
C -6.619 2.151 2.610
C -5.933 0.972 2.872
C -4.687 0.755 2.310
H -4.373 3.659 0.569
H -6.603 4.035 1.582
H -7.593 2.314 3.051
H -6.371 0.220 3.514
H -4.140 -0.158 2.501
C 3.390 -1.047 -0.470
C 2.262 -1.957 -0.923
C 2.787 -3.129 -1.726
O 1.360 -1.090 -1.676
P -0.015 -1.608 -2.465
S 0.291 -2.783 -3.971
S -0.980 0.107 -2.745
O -0.683 -2.331 -1.182
C -1.258 -3.653 -1.177
C -2.728 -3.551 -1.532
C -1.012 -4.227 0.202
H 4.083 -1.608 0.158
H 3.023 -0.197 0.109
H 3.933 -0.663 -1.334
H 1.703 -2.313 -0.056
H 3.264 -2.788 -2.645
H 2.001 -3.828 -1.999
H 3.525 -3.653 -1.114
H -0.743 -4.246 -1.937
H -3.247 -2.915 -0.813
H -3.185 -4.542 -1.523
H -2.845 -3.123 -2.528
H -1.495 -3.608 0.960
H 0.055 -4.265 0.422
H -1.417 -5.238 0.262
Cl 4.418 4.918 -0.849
C 3.629 3.647 -1.716
C 4.094 3.244 -2.954
C 3.417 2.227 -3.605
C 2.317 1.653 -2.993
N 1.882 2.035 -1.790
C 2.522 3.024 -1.160
H 4.961 3.721 -3.392
H 3.737 1.883 -4.579
H 1.753 0.866 -3.476
H 2.163 3.323 -0.181

---

# 3
Formula: C15H33F3NO
Source: the OMol25 dataset
Level of theory: the ωB97M-V functional and the def2-TZVPD basis

Summary:
Gap between HOMO and LUMO (Ha): 0.169
Net charge: -1
HOMO (eV): -1.8

Positions of all 53 atoms, in Å:
N 4.712 2.656 -0.516
C 3.489 2.415 0.388
C 2.121 2.448 -0.507
O 1.652 1.029 -0.635
C 0.874 3.295 0.129
F -0.269 2.437 0.605
F 0.294 4.099 -1.011
F 1.237 4.281 1.171
H 4.453 3.245 -1.337
H 3.557 3.211 1.242
H 3.651 1.337 0.853
H 2.333 2.809 -1.616
H 1.815 0.718 -1.579
C -2.844 1.208 -0.973
C -1.819 0.315 -1.654
C -1.675 0.594 -3.153
C -2.935 0.343 -3.989
C -3.508 -1.074 -3.905
C -2.554 -2.139 -4.423
H -3.849 1.047 -1.373
H -2.877 0.992 0.100
H -2.587 2.264 -1.097
H -2.071 -0.736 -1.480
H -0.845 0.483 -1.176
H -0.851 -0.015 -3.544
H -1.370 1.637 -3.292
H -2.703 0.570 -5.038
H -3.715 1.055 -3.694
H -4.427 -1.112 -4.501
H -3.799 -1.310 -2.876
H -2.282 -1.945 -5.465
H -3.029 -3.125 -4.375
H -1.637 -2.185 -3.828
C -0.443 -0.155 1.796
C 0.616 -0.028 2.881
C 1.873 -0.856 2.599
C 1.656 -2.373 2.527
C 1.037 -3.007 3.775
C 1.904 -2.859 5.017
H -0.811 -1.180 1.709
H -1.299 0.486 2.030
H -0.045 0.154 0.825
H 0.184 -0.300 3.850
H 0.906 1.027 2.957
H 2.619 -0.631 3.370
H 2.311 -0.525 1.651
H 2.624 -2.850 2.329
H 1.023 -2.609 1.664
H 0.888 -4.076 3.583
H 0.045 -2.588 3.968
H 2.890 -3.309 4.860
H 1.433 -3.363 5.867
H 2.043 -1.808 5.290

---

# 4
Formula: C6H10
Source: the OMol25 dataset
Level of theory: the ωB97M-V functional and the def2-TZVPD basis

Summary:
Relative energy (zero: lowest compared OMol25 entry of this formula, charge and spin) (kJ/mol): 132.1
Gap between HOMO and LUMO (Ha): 0.394
Structure (SMILES): C[C@H]1[C@H]2CC[C@@H]12
HOMO (eV): -9.5

Positions of all 16 atoms, in Å:
C -1.652 -0.714 -0.365
C -0.974 0.573 0.076
C 0.209 0.649 0.999
C 1.152 -0.531 0.771
C 1.305 -0.092 -0.712
C 0.342 1.066 -0.455
H -1.600 -1.496 0.400
H -1.210 -1.124 -1.280
H -2.710 -0.539 -0.576
H -1.661 1.399 0.256
H 0.200 1.284 1.881
H 2.089 -0.448 1.327
H 0.726 -1.525 0.953
H 1.013 -0.818 -1.479
H 2.320 0.252 -0.930
H 0.452 2.065 -0.867

---

# 5
Formula: C15H15Cl2NNaO2SSi
Source: the OMol25 dataset
Level of theory: the ωB97M-V functional and the def2-TZVPD basis

Summary:
Relative energy (zero: lowest compared OMol25 entry of this formula, charge and spin) (kJ/mol): 0.0
Gap between HOMO and LUMO (Ha): 0.244
Net charge: -1
HOMO (eV): -4.3

Positions of all 38 atoms, in Å:
Na 0.579 -0.879 -1.116
Cl 3.306 -6.868 -4.845
C 2.418 -5.632 -3.979
C 1.066 -5.854 -3.681
C 0.346 -4.915 -3.005
Cl -1.329 -5.226 -2.658
C 0.900 -3.659 -2.548
O 0.215 -2.825 -1.916
C 2.289 -3.487 -2.890
C 3.044 -2.298 -2.546
O 2.675 -1.305 -1.940
C 3.014 -4.467 -3.591
H 0.591 -6.775 -3.992
H 4.097 -2.341 -2.897
H 4.057 -4.285 -3.822
C -0.625 4.806 0.795
Si -1.675 3.559 1.709
C -2.031 4.287 3.412
C -3.321 3.348 0.850
C -0.789 1.924 1.972
C -0.563 1.463 3.259
C 0.085 0.251 3.490
C 0.483 -0.465 2.378
N 0.286 -0.061 1.130
C -0.340 1.111 0.897
S -0.596 1.601 -0.761
H -1.146 5.768 0.761
H -0.407 4.476 -0.217
H 0.323 4.956 1.317
H -2.546 5.243 3.293
H -1.117 4.477 3.978
H -2.674 3.643 4.013
H -3.832 4.313 0.791
H -3.957 2.664 1.417
H -3.194 2.946 -0.153
H -0.889 2.048 4.112
H 0.269 -0.121 4.489
H 0.988 -1.420 2.496

---

# 6
Formula: C12H36AlO20S2Y
Source: the OMol25 dataset
Level of theory: the ωB97M-V functional and the def2-TZVPD basis

Summary:
Relative energy (zero: lowest compared OMol25 entry of this formula, charge and spin) (kJ/mol): 137.7
Gap between HOMO and LUMO (Ha): 0.076
Net charge: +2
HOMO (eV): -14.4

Positions of all 72 atoms, in Å:
Y -0.738 -3.161 -1.487
Al -0.882 1.747 -4.113
S -0.843 -0.343 -0.639
O -1.854 -1.480 -0.588
O -1.260 0.759 -1.473
O -0.479 0.068 0.712
O 0.230 -1.128 -1.327
S -1.293 -2.273 -4.247
O -1.242 -0.816 -4.420
O -1.558 -2.886 -5.525
O -0.015 -2.758 -3.641
O -2.232 -2.707 -3.162
C -4.253 0.199 1.161
C -3.747 -0.633 2.414
O -4.624 -1.665 2.654
O -4.372 -0.557 0.047
H -3.535 1.040 1.047
H -5.203 0.650 1.433
H -3.696 0.032 3.275
H -2.719 -0.976 2.230
H -4.549 -2.355 1.980
H -3.435 -0.871 -0.187
C 1.093 -4.455 0.606
C 2.165 -3.877 -0.290
O 1.537 -3.682 -1.583
O -0.038 -3.526 0.667
H 1.559 -4.551 1.583
H 0.702 -5.393 0.210
H 3.073 -4.486 -0.302
H 2.538 -2.883 -0.015
H 2.215 -3.570 -2.273
H -0.274 -3.361 1.589
C -0.122 2.698 3.482
C -0.139 3.344 2.078
O 0.578 2.645 1.052
O -0.995 1.587 3.568
H -0.531 3.512 4.081
H 0.891 2.403 3.737
H 0.366 4.310 2.160
H -1.181 3.538 1.796
H 0.218 1.721 0.881
H -0.914 1.065 2.763
C 2.564 1.538 -2.529
C 3.618 0.629 -1.930
O 4.501 0.051 -2.906
O 1.444 0.801 -3.018
H 2.883 2.155 -3.372
H 2.222 2.272 -1.786
H 3.166 -0.239 -1.450
H 4.249 1.266 -1.297
H 4.565 0.601 -3.698
H 1.259 0.029 -2.438
C 3.345 -1.876 3.494
C 2.452 -0.805 2.915
O 1.767 -1.374 1.778
O 2.614 -2.943 4.050
H 3.896 -1.387 4.298
H 4.019 -2.230 2.703
H 2.942 0.108 2.584
H 1.692 -0.587 3.679
H 1.005 -0.841 1.539
H 1.936 -3.180 3.405
C -2.199 4.489 -1.978
C -1.229 3.704 -1.196
O -0.248 3.168 -2.077
O -2.801 3.522 -2.851
H -1.689 5.268 -2.559
H -2.945 4.981 -1.345
H -1.706 2.919 -0.594
H -0.726 4.332 -0.449
H 0.406 2.751 -1.472
H -3.444 3.954 -3.433